# 1
{"formula": "C2H11N2O2", "method": "the ωB97M-V functional and the def2-TZVPD basis", "relative_energy_kcal_mol": 49.3, "e_homo_ev": -13.062, "charge": 1, "e_lumo_ha": -0.1344, "energy_ha": -342.50994, "elements": ["O", "O", "N", "N", "C", "C", "H", "H", "H", "H", "H", "H", "H", "H", "H", "H", "H"], "coordinates": [[2.03089, -2.67766, -1.26558], [0.80988, 3.74931, 1.06343], [-0.68835, -1.69991, -0.00814], [-0.80645, 1.26718, -0.53029], [-1.26388, 0.65567, 0.60515], [-1.00778, -0.61794, 0.95503], [-1.50935, -2.25529, -0.25783], [1.57002, 4.21535, 1.42392], [0.02645, -2.32918, 0.37049], [-1.20016, -1.04379, 1.93800], [-1.68211, 1.39850, 1.27365], [2.62198, -3.42476, -1.50139], [0.80155, 4.14243, 0.18039], [-0.28020, -1.30827, -0.85760], [1.27528, -3.00197, -1.79889], [-0.45816, 2.21049, -0.43234], [-0.23961, 0.71983, -1.15801]], "forces_ev_per_angstrom": [[-0.720, -1.400, -0.887], [0.121, 0.215, -0.655], [0.738, 0.666, -0.035], [-0.431, -0.448, -0.530], [1.853, 0.452, -0.394], [-1.395, -0.528, 1.019], [-0.048, 0.096, 0.002], [0.103, -0.149, 0.541], [0.056, 0.008, -0.021], [-0.320, 0.359, -0.350], [0.041, -0.538, 0.546], [0.262, 0.775, 0.605], [-0.273, -0.045, -0.002], [-0.019, -0.198, -0.128], [0.264, 0.566, 0.228], [-0.312, -0.059, 0.134], [0.079, 0.229, -0.072]]}

# 2
{"formula": "C3H8NO3S2", "method": "the ωB97M-V functional and the def2-TZVPD basis", "relative_energy_kcal_mol": 59.3, "e_homo_ev": -4.283, "charge": -1, "e_lumo_ha": 0.1291, "energy_ha": -1195.95484, "elements": ["S", "S", "O", "O", "O", "N", "C", "C", "C", "H", "H", "H", "H", "H", "H", "H", "H"], "coordinates": [[-2.05992, 0.15690, 0.41271], [1.20727, -0.18257, 1.58632], [-2.25578, 1.58441, 0.17234], [-1.68519, -0.04807, 1.93815], [-3.21059, -0.67124, 0.16638], [-0.84767, -0.40955, -0.54037], [1.03702, 0.22786, -0.03555], [1.01599, 1.74834, -0.31607], [-0.72796, -1.77776, -0.73236], [1.65756, -0.41751, -0.55955], [-0.31532, -2.46346, 0.10153], [0.70036, 2.19821, 0.64016], [-0.69369, -0.20396, 1.87931], [-1.68548, -2.15912, -1.19582], [2.03006, 2.04115, -0.55852], [-0.01950, -1.90201, -1.58560], [0.33857, 1.91914, -1.10401]], "forces_ev_per_angstrom": [[-0.752, 0.716, -1.436], [0.903, -0.645, 1.642], [0.795, -1.321, 0.370], [-0.012, -0.122, -0.862], [-0.208, -0.158, 0.170], [1.443, 3.237, 1.340], [-2.466, 1.894, 1.336], [0.170, -1.828, 1.199], [0.025, -3.000, -1.408], [0.405, -0.994, -2.112], [-0.868, 1.138, -0.787], [0.041, 0.121, -0.695], [0.427, 0.196, 0.794], [0.748, -0.103, 1.007], [0.216, 0.241, -0.110], [-0.120, -0.021, 0.538], [-0.747, 0.649, -0.985]]}

# 3
{"formula": "C21H48IO6P2PbSi", "method": "the ωB97M-V functional and the def2-TZVPD basis", "e_homo_ev": [-16.437, -16.433], "charge": 3, "e_lumo_ha": [-0.4696, -0.5204], "energy_ha": -2742.24680, "elements": ["Pb", "I", "P", "P", "Si", "O", "O", "O", "O", "O", "O", "C", "C", "C", "C", "C", "C", "C", "C", "C", "C", "C", "C", "C", "C", "C", "C", "C", "C", "C", "C", "C", "H", "H", "H", "H", "H", "H", "H", "H", "H", "H", "H", "H", "H", "H", "H", "H", "H", "H", "H", "H", "H", "H", "H", "H", "H", "H", "H", "H", "H", "H", "H", "H", "H", "H", "H", "H", "H", "H", "H", "H", "H", "H", "H", "H", "H", "H", "H", "H"], "coordinates": [[0.35346, -0.10260, -0.42242], [0.96191, -3.51002, -2.57412], [-1.65428, 0.76741, -2.04805], [1.86728, -0.96595, 1.70453], [-0.20124, 3.23890, 1.16771], [-0.52138, 4.40517, 0.02902], [-0.59626, -5.97010, -2.24381], [-1.67816, 2.87675, 1.86776], [-1.97119, -0.46152, 2.39066], [0.35660, 1.90158, 0.49703], [0.88387, 3.80151, 2.26171], [-0.43523, 6.12473, -1.65641], [-2.80549, 4.46339, 3.31113], [1.66663, 4.91725, -0.97177], [1.02473, -6.41850, -4.00034], [0.31895, -5.59984, -2.94267], [2.77449, 4.52119, 3.58318], [1.40298, 2.60481, 4.36469], [0.33164, 5.48051, -0.50071], [0.46681, 4.88569, 4.41948], [-0.96475, 2.28091, -2.77515], [2.51128, -2.61018, 1.27692], [3.27777, 0.18464, 1.69836], [0.60186, 6.51009, 0.58905], [-2.89540, 3.62973, 2.04429], [1.23275, -1.03560, 3.40649], [1.35945, 3.93929, 3.62306], [-1.87836, -0.46749, -3.35224], [-3.21217, 4.53989, 0.87212], [-1.45123, -0.43364, 1.36367], [-3.26448, 1.25599, -1.37670], [-4.03605, 2.62908, 2.20305], [-1.40949, 6.51685, -1.33502], [-3.77680, 4.94398, 3.49393], [1.74836, 2.77557, 5.39978], [0.16540, 6.96700, -2.03502], [-2.56583, 3.83855, 4.18050], [-0.32674, 6.91649, 1.00471], [2.08833, -6.53429, -3.76946], [1.53912, 4.13745, -1.72699], [0.56174, -7.41260, -4.02228], [-3.73781, 0.38850, -0.87910], [-2.47880, 5.34436, 0.76312], [2.10244, 1.90437, 3.89401], [0.04494, 2.07184, -3.16734], [2.23479, 4.53317, -0.12053], [3.68605, 0.24986, 0.67465], [-3.94361, 1.62214, -2.16362], [0.36571, -1.72025, 3.45422], [0.88011, -0.03739, 3.72734], [-3.12967, 2.04891, -0.61880], [1.20334, 6.05888, 1.38638], [3.47227, 3.85462, 3.06077], [-2.05822, 5.25784, 3.20792], [0.92008, -5.96336, -4.99025], [-4.96034, 3.19284, 2.38947], [1.99608, -1.38563, 4.11775], [-3.30067, 3.99106, -0.07155], [-0.60292, 5.42904, -2.48949], [2.79628, 5.50708, 3.10154], [-3.86007, 1.95430, 3.04794], [4.07944, -0.13798, 2.37253], [1.69496, -3.34710, 1.36561], [-0.85883, 3.05956, -2.00005], [-0.50132, 4.41631, 4.63211], [3.35180, -2.90980, 1.91750], [-0.89012, -0.81644, -3.69857], [0.31317, 5.83491, 3.88917], [2.82429, -2.61324, 0.21856], [0.40261, 2.16098, 4.41631], [-2.45877, -0.08147, -4.19963], [-2.38737, -1.34851, -2.92405], [1.17327, 7.33597, 0.14364], [-4.18781, 5.01254, 1.06531], [3.13785, 4.64455, 4.61802], [2.25478, 5.72696, -1.42013], [0.94701, 5.11161, 5.38745], [2.94217, 1.19944, 1.96953], [-4.18921, 2.02281, 1.30383], [-1.58841, 2.65092, -3.59721]], "forces_ev_per_angstrom": [[-0.256, 2.428, 1.278], [0.033, 0.430, 0.173], [-0.995, 1.307, -1.740], [1.986, -0.371, 1.138], [-1.278, 2.813, 1.673], [0.874, -0.763, 0.158], [2.944, 1.779, -1.973], [1.102, -0.464, -0.872], [1.904, 0.115, -4.010], [0.740, -3.537, -1.537], [-0.187, -0.588, -0.446], [0.086, 0.150, -0.002], [-0.091, 0.227, 0.184], [0.040, 0.180, -0.067], [0.111, -0.111, -0.157], [-3.015, -2.796, 1.563], [0.135, 0.043, 0.020], [-0.068, -0.099, 0.084], [-0.188, -0.032, 0.090], [-0.188, 0.112, 0.179], [1.080, -0.147, 0.441], [-0.703, -0.213, -0.714], [-0.367, 0.654, -0.879], [0.087, 0.109, 0.007], [-0.479, 0.104, 0.209], [-1.424, 0.288, -0.132], [0.215, 0.292, 0.364], [0.418, -0.855, 0.463], [-0.364, 0.577, -0.018], [-2.325, -0.064, 4.342], [-0.005, -0.641, 1.292], [-0.096, -0.046, 0.186], [0.285, -0.125, 0.004], [0.287, -0.110, 0.006], [-0.154, -0.106, -0.472], [-0.298, -0.284, 0.038], [-0.046, 0.138, -0.208], [0.144, -0.092, -0.068], [-0.082, 0.280, 0.091], [-0.016, -0.029, 0.022], [-0.050, 0.272, 0.174], [0.077, 0.405, -0.263], [-0.212, -0.294, -0.056], [-0.029, 0.081, 0.015], [-0.347, 0.112, 0.000], [-0.028, -0.098, -0.073], [-0.047, -0.095, 0.378], [0.480, -0.155, -0.103], [0.452, 0.188, 0.041], [0.264, -0.365, -0.199], [0.080, -0.290, -0.340], [-0.204, 0.199, -0.134], [-0.135, 0.122, 0.007], [-0.099, -0.186, 0.043], [0.025, 0.228, 0.202], [0.195, -0.319, -0.029], [0.124, 0.040, -0.487], [0.124, 0.134, 0.053], [0.083, 0.066, 0.173], [-0.045, -0.270, 0.079], [-0.027, 0.129, -0.091], [-0.300, -0.194, 0.031], [0.341, 0.190, 0.099], [-0.163, -0.206, -0.076], [0.249, 0.226, -0.093], [-0.207, 0.271, -0.039], [-0.367, 0.258, -0.046], [0.024, -0.267, 0.101], [0.087, 0.012, 0.437], [0.040, 0.002, -0.032], [0.101, 0.132, 0.259], [0.038, 0.348, -0.224], [-0.160, -0.145, 0.222], [0.269, -0.191, -0.091], [-0.120, -0.036, -0.454], [-0.079, -0.208, 0.054], [-0.198, -0.082, -0.419], [0.030, -0.366, -0.009], [0.035, 0.067, 0.028], [-0.150, -0.265, 0.155]]}

# 4
{"formula": "C35H31N4O5SbY", "method": "the ωB97M-V functional and the def2-TZVPD basis", "relative_energy_kcal_mol": 3.2, "e_homo_ev": -11.486, "charge": 1, "e_lumo_ha": -0.1469, "energy_ha": -2226.11250, "elements": ["Sb", "Y", "O", "O", "O", "O", "O", "N", "N", "N", "N", "C", "C", "C", "C", "C", "C", "C", "C", "C", "C", "C", "C", "C", "C", "C", "C", "C", "C", "C", "C", "C", "C", "C", "C", "C", "C", "C", "C", "C", "C", "C", "C", "C", "C", "C", "H", "H", "H", "H", "H", "H", "H", "H", "H", "H", "H", "H", "H", "H", "H", "H", "H", "H", "H", "H", "H", "H", "H", "H", "H", "H", "H", "H", "H", "H", "H"], "coordinates": [[-1.20899, -0.51464, 0.69697], [0.71194, 1.54940, -0.87054], [2.81853, -5.43941, 2.53919], [1.35417, -5.96382, 0.97219], [3.11522, 4.16642, 1.06452], [1.80881, 2.38710, 0.69633], [-0.52345, 5.46150, -2.12802], [0.11271, 3.69329, -0.79282], [2.57783, -0.07002, -1.09017], [-1.46293, 1.94740, -2.06629], [2.61569, 2.42868, -2.20717], [2.82453, -2.70623, 1.50154], [-2.69633, 0.57406, 1.72232], [-2.54066, -2.84706, -2.75560], [-0.82722, -2.12616, 1.99672], [-4.69818, 0.66100, 3.05317], [2.94528, -1.47218, 0.87565], [2.28511, -3.79201, 0.82436], [-0.13109, -1.86091, 3.17407], [-1.81942, -2.34079, -1.68311], [5.01138, 2.39660, -2.15974], [5.04980, 3.66859, -2.72328], [3.70205, 0.48070, -1.30729], [-0.94292, -4.45423, 2.58469], [-1.43838, 3.33146, -2.61597], [2.10242, -5.15335, 1.43670], [-3.67137, -0.91591, -1.10514], [2.08767, 3.68956, 0.65577], [1.00475, 4.54132, -0.01080], [2.66142, 3.64291, -2.74746], [3.85837, 4.29580, -3.02717], [-3.82397, -2.38144, -3.00934], [2.52309, -1.33876, -0.43903], [-1.23580, -3.42190, 1.70238], [-0.57025, 4.28792, -1.78965], [3.78416, 1.81646, -1.92043], [-2.38229, -1.37585, -0.84751], [1.96004, -2.41222, -1.12181], [-3.66995, 2.70313, 2.29869], [-3.70873, -0.07820, 2.42192], [-4.38782, -1.41781, -2.18546], [0.15027, -2.89411, 4.05612], [-4.68004, 2.04879, 2.98770], [1.84713, -3.63530, -0.48830], [-2.67456, 1.96618, 1.66875], [-0.25031, -4.19068, 3.75745], [3.83468, 5.28613, -3.45845], [-2.10374, -3.60782, -3.38953], [1.48997, 5.30461, -0.62278], [-5.48306, 0.15445, 3.59924], [0.46486, 5.08689, 0.76963], [-5.45251, 2.62154, 3.48353], [3.46778, -4.75301, 2.72577], [0.18874, -0.85219, 3.41415], [-1.24318, -5.46583, 2.34760], [1.71447, 4.13160, -2.94288], [-4.12940, -0.17720, -0.45694], [-1.80188, 1.29531, -2.76845], [-0.82157, -2.71918, -1.48739], [-3.72604, -1.16079, 2.47951], [3.12465, -2.78610, 2.53958], [5.99621, 4.15673, -2.91058], [-1.87261, 2.49360, 1.15759], [-1.78231, -3.63538, 0.79141], [-2.43813, 3.75644, -2.70112], [5.91966, 1.87195, -1.89616], [3.33450, -0.61284, 1.40848], [-4.38691, -2.77570, -3.84486], [-2.15413, 1.91171, -1.31880], [4.63863, -0.01672, -1.05167], [1.42049, -4.49109, -0.99425], [-1.01969, 3.29570, -3.62275], [-3.64790, 3.78432, 2.25945], [-5.39229, -1.06234, -2.37494], [1.63563, -2.28462, -2.14751], [-0.02076, -4.99857, 4.43970], [0.67819, -2.68692, 4.97834]], "forces_ev_per_angstrom": [[0.056, 0.101, -0.022], [-0.067, 0.041, 0.017], [-0.041, -0.018, -0.026], [-0.008, 0.004, -0.001], [-0.008, -0.002, 0.001], [-0.025, 0.047, 0.048], [-0.006, -0.013, 0.011], [0.033, -0.042, 0.021], [-0.010, -0.046, -0.034], [0.077, 0.018, 0.009], [0.083, -0.098, -0.017], [-0.014, -0.021, -0.001], [0.013, 0.007, 0.003], [0.004, 0.003, 0.005], [-0.007, -0.008, 0.001], [0.014, -0.013, -0.008], [0.015, 0.000, -0.006], [0.008, -0.013, 0.017], [0.010, -0.021, 0.000], [-0.021, -0.007, -0.010], [0.014, 0.040, 0.010], [-0.063, 0.023, -0.014], [0.065, 0.045, -0.044], [0.004, 0.000, -0.007], [0.013, -0.034, 0.008], [0.012, -0.009, 0.002], [0.001, -0.009, -0.018], [0.005, 0.011, 0.048], [-0.019, 0.027, 0.025], [0.018, 0.011, 0.014], [0.059, -0.035, 0.020], [-0.005, 0.003, -0.001], [-0.007, 0.010, -0.002], [0.003, 0.006, 0.007], [-0.034, -0.010, -0.050], [-0.064, -0.020, -0.030], [-0.002, -0.037, 0.016], [-0.024, -0.030, 0.025], [0.006, -0.003, -0.001], [-0.014, 0.014, -0.001], [0.006, 0.003, 0.008], [-0.010, 0.011, -0.003], [-0.006, 0.009, 0.002], [0.011, 0.035, -0.025], [-0.007, -0.007, 0.010], [0.001, -0.008, 0.001], [-0.002, -0.002, -0.002], [-0.003, 0.000, -0.001], [0.006, -0.001, -0.004], [0.001, 0.001, 0.000], [-0.002, -0.015, 0.006], [0.000, -0.001, -0.002], [0.036, 0.031, 0.024], [0.001, 0.001, -0.001], [-0.001, 0.003, 0.002], [0.005, 0.004, -0.007], [-0.005, -0.001, 0.002], [-0.051, 0.017, -0.008], [0.001, 0.003, -0.004], [-0.001, -0.002, 0.003], [-0.002, 0.013, 0.001], [-0.003, -0.001, -0.003], [-0.004, 0.003, -0.006], [0.001, -0.008, 0.006], [0.001, 0.008, 0.006], [0.000, 0.003, -0.004], [-0.009, -0.002, -0.002], [-0.001, -0.001, 0.001], [-0.028, -0.013, -0.010], [-0.002, 0.000, 0.009], [-0.001, -0.002, -0.001], [-0.005, 0.003, -0.007], [-0.003, -0.002, 0.001], [-0.001, 0.000, -0.003], [-0.002, -0.004, 0.002], [-0.001, 0.002, -0.002], [0.001, 0.000, -0.003]]}

# 5
{"formula": "C4H9NO", "method": "the ωB97M-V functional and the def2-TZVPD basis", "relative_energy_kcal_mol": 69.9, "e_homo_ev": -9.817, "e_lumo_ha": 0.0342, "smiles": "CC(C)NC=O", "energy_ha": -287.72100, "elements": ["O", "N", "C", "C", "C", "C", "H", "H", "H", "H", "H", "H", "H", "H", "H"], "coordinates": [[-2.07479, 0.59528, 1.72235], [-0.68796, -0.86515, 0.54021], [1.47932, 0.35497, 0.26746], [-0.14860, 0.26453, -0.23269], [-0.14714, -0.00536, -1.71426], [-1.56761, -0.49749, 1.56988], [-1.16367, -0.11374, -2.10275], [1.65073, 0.61495, 1.33372], [2.12253, -0.53259, 0.05032], [0.34665, 0.82867, -2.21779], [-1.78960, -1.32911, 2.26269], [-0.61300, 1.19598, 0.08718], [0.39300, -0.93501, -1.93062], [0.37669, -0.74225, 0.71635], [1.82345, 1.16629, -0.35205]], "forces_ev_per_angstrom": [[0.155, -0.600, -0.305], [1.301, 0.542, 0.452], [-0.711, 0.737, -0.759], [1.715, 1.194, -0.283], [-0.010, 0.152, -0.119], [0.366, 0.264, 0.191], [0.084, 0.076, 0.123], [-0.545, -0.014, -0.579], [-0.853, 0.371, -0.140], [-0.062, -0.140, -0.193], [0.053, 0.057, -0.191], [0.032, 0.103, -0.305], [-0.078, 0.190, 0.040], [-2.031, -3.270, 2.100], [0.584, 0.339, -0.030]]}

# 6
{"formula": "C7H8NO3", "method": "the ωB97M-V functional and the def2-TZVPD basis", "relative_energy_kcal_mol": 73.3, "e_homo_ev": -4.679, "charge": -1, "e_lumo_ha": 0.1347, "energy_ha": -551.92094, "elements": ["O", "O", "O", "N", "C", "C", "C", "C", "C", "C", "C", "H", "H", "H", "H", "H", "H", "H", "H"], "coordinates": [[0.09305, 1.76760, 0.44002], [0.02817, -0.34476, -2.38070], [0.17305, 1.83974, -1.95507], [2.54258, 0.17959, 0.48935], [-2.46462, 0.48787, -0.17518], [-0.07052, 0.55687, -0.10576], [1.76253, -1.72695, 0.78535], [-0.02000, 0.65341, -1.65500], [1.41938, -0.35860, 0.26358], [2.95951, -1.15961, 0.94348], [-1.26478, -0.23686, 0.48379], [-2.74625, 1.41859, 0.33925], [-3.31859, -0.18026, -0.14573], [-1.16729, -1.30129, 0.31869], [1.38299, -2.72120, 0.96950], [3.95243, -1.52495, 1.41780], [0.32073, 2.34314, -0.35488], [-1.29472, -0.19752, 1.59007], [-2.28766, 0.50520, -1.26854]], "forces_ev_per_angstrom": [[-0.082, 1.549, 0.604], [-0.659, -0.636, 0.223], [-0.098, 1.480, -1.201], [0.836, 1.411, -0.535], [-0.528, -1.794, 0.014], [2.771, -4.012, 1.013], [1.425, -1.586, 0.341], [1.201, -0.086, 0.315], [-4.381, 3.063, -0.767], [1.467, -2.405, 1.745], [0.472, 1.641, -0.016], [0.445, -0.165, -0.637], [-0.585, -0.083, 0.409], [-0.203, -0.176, -0.875], [-0.268, 0.190, -0.167], [-1.597, 0.866, -0.997], [-0.328, -0.646, 0.266], [0.095, 0.544, -0.386], [0.018, 0.848, 0.651]]}